1.
Formula: C60H71F7O6
Source: the Open Molecules 2025 dataset
Level of theory: wB97M-V/def2-TZVPD

Geometry (Å):
F: -5.823 -5.291 20.922
C: -6.113 -6.483 21.486
C: -7.289 -7.099 21.043
C: -7.585 -8.423 21.430
C: -6.690 -9.035 22.285
C: -5.460 -8.426 22.682
C: -5.201 -7.134 22.269
H: -7.926 -6.681 20.278
H: -8.416 -8.956 20.993
H: -6.882 -10.064 22.553
H: -4.930 -8.928 23.479
H: -4.260 -6.661 22.505
F: -7.332 -8.629 18.082
C: -8.443 -9.399 18.143
C: -9.709 -8.834 18.424
C: -10.853 -9.608 18.375
C: -10.720 -10.961 18.135
C: -9.484 -11.580 17.977
C: -8.325 -10.770 17.894
H: -9.737 -7.763 18.562
H: -11.811 -9.156 18.585
H: -11.613 -11.569 18.155
H: -9.430 -12.643 17.792
H: -7.322 -11.088 17.653
F: -12.273 -6.604 17.809
C: -12.969 -5.497 17.578
C: -13.756 -4.926 18.565
C: -14.351 -3.667 18.403
C: -14.277 -3.034 17.156
C: -13.542 -3.617 16.124
C: -12.903 -4.846 16.378
H: -13.800 -5.446 19.511
H: -14.921 -3.181 19.181
H: -14.681 -2.112 16.763
H: -13.330 -3.060 15.223
H: -12.337 -5.359 15.614
F: -11.946 -13.179 16.369
C: -11.825 -14.471 15.993
C: -12.963 -15.293 15.942
C: -12.750 -16.619 15.607
C: -11.491 -17.100 15.272
C: -10.375 -16.244 15.362
C: -10.516 -14.957 15.786
H: -13.951 -14.962 16.224
H: -13.603 -17.280 15.567
H: -11.363 -18.165 15.153
H: -9.405 -16.687 15.189
H: -9.692 -14.279 15.952
F: -13.638 -11.770 19.480
C: -14.360 -11.232 18.448
C: -14.990 -12.078 17.580
C: -15.904 -11.510 16.632
C: -15.972 -10.131 16.555
C: -15.231 -9.260 17.354
C: -14.435 -9.852 18.341
H: -14.970 -13.150 17.710
H: -16.421 -12.174 15.955
H: -16.611 -9.683 15.809
H: -15.260 -8.183 17.277
H: -13.921 -9.208 19.039
F: -6.656 -14.744 20.093
C: -5.845 -13.702 20.038
C: -4.485 -13.984 19.968
C: -3.564 -12.999 19.752
C: -4.030 -11.701 19.636
C: -5.398 -11.364 19.667
C: -6.308 -12.387 19.926
H: -4.207 -15.017 20.115
H: -2.533 -13.267 19.576
H: -3.314 -10.914 19.451
H: -5.763 -10.352 19.577
H: -7.356 -12.155 20.047
F: -5.312 -4.397 17.879
C: -4.355 -5.372 17.862
C: -4.706 -6.703 17.987
C: -3.721 -7.650 17.996
C: -2.390 -7.293 18.035
C: -2.051 -5.946 17.879
C: -2.996 -4.981 17.708
H: -5.714 -7.039 18.179
H: -3.946 -8.691 18.175
H: -1.565 -7.984 18.127
H: -1.037 -5.575 17.903
H: -2.844 -3.916 17.614
C: -5.065 -9.065 15.110
C: -5.905 -10.170 14.590
O: -5.742 -11.347 14.883
C: -6.951 -9.726 13.590
H: -5.541 -8.345 15.776
H: -4.558 -8.607 14.261
H: -4.253 -9.499 15.694
H: -6.464 -9.495 12.642
H: -7.381 -8.884 14.133
H: -7.664 -10.531 13.406
C: -9.164 -4.708 18.341
C: -9.756 -4.131 19.661
O: -9.487 -4.576 20.780
C: -10.729 -2.975 19.519
H: -8.309 -5.357 18.533
H: -8.851 -3.939 17.635
H: -9.980 -5.204 17.816
H: -10.342 -2.165 18.900
H: -10.922 -2.558 20.508
H: -11.700 -3.275 19.126
C: -10.322 -6.402 23.231
C: -11.607 -6.519 22.508
O: -12.536 -5.819 22.828
C: -11.616 -7.465 21.314
H: -10.169 -7.151 24.008
H: -10.330 -5.475 23.804
H: -9.560 -6.467 22.455
H: -10.683 -7.353 20.761
H: -12.491 -7.217 20.713
H: -11.804 -8.458 21.722
C: -12.688 -9.915 15.052
C: -11.581 -10.223 14.059
O: -11.690 -10.165 12.855
C: -10.177 -10.282 14.602
H: -13.574 -9.668 14.468
H: -12.425 -9.026 15.626
H: -12.809 -10.735 15.760
H: -9.910 -9.571 15.384
H: -9.544 -9.995 13.762
H: -9.880 -11.266 14.965
C: -6.412 -13.939 16.260
C: -6.140 -15.294 15.772
O: -6.290 -15.564 14.563
C: -5.630 -16.351 16.674
H: -6.967 -13.332 15.545
H: -5.448 -13.431 16.261
H: -6.860 -13.906 17.253
H: -6.099 -16.202 17.647
H: -4.567 -16.325 16.914
H: -5.763 -17.364 16.294
C: -9.752 -17.426 18.995
C: -9.797 -16.085 19.765
O: -10.108 -15.066 19.134
C: -9.346 -16.084 21.213
H: -10.140 -18.216 19.638
H: -8.709 -17.676 18.801
H: -10.366 -17.322 18.100
H: -9.998 -16.639 21.887
H: -9.327 -15.040 21.525
H: -8.346 -16.513 21.277

Properties
E_LUMO: 0.52 eV
frontier orbital gap: 9.58 eV
HOMO: -9.063 eV
molar mass: 1021.21 g mol⁻¹
total energy: -3479.30700 Ha
spin multiplicity: 1



2.
Formula: C60H91Br3N13O20
Source: the Open Molecules 2025 dataset
Level of theory: wB97M-V/def2-TZVPD

Geometry (Å):
C: -0.500 -2.399 -2.841
C: 0.326 -1.995 -1.666
C: 0.151 -0.526 -1.227
C: -1.318 -0.150 -0.959
N: -1.516 1.284 -0.414
C: -1.440 2.302 -1.589
C: -2.376 3.534 -1.329
C: -3.397 2.969 -0.305
C: -3.003 1.528 -0.037
C: -0.636 1.605 0.864
C: -0.583 0.543 2.007
C: 0.478 1.015 3.026
H: -0.205 -3.412 -3.115
H: -0.408 -1.583 -3.558
H: -1.574 -2.380 -2.653
H: 1.368 -2.261 -1.847
H: 0.017 -2.575 -0.796
H: 0.567 0.163 -1.961
H: 0.710 -0.520 -0.291
H: -1.786 -0.782 -0.205
H: -1.971 -0.375 -1.803
H: -0.397 2.561 -1.771
H: -1.885 1.804 -2.451
H: -1.862 4.326 -0.785
H: -2.802 3.971 -2.232
H: -3.262 3.540 0.614
H: -4.442 3.076 -0.597
H: -3.148 1.292 1.018
H: -3.540 0.762 -0.596
H: -0.780 2.553 1.383
H: 0.371 1.586 0.447
H: -0.644 -0.503 1.706
H: -1.572 0.578 2.462
H: 0.702 0.377 3.881
H: 0.442 2.043 3.387
H: 1.537 0.954 2.774
C: -7.387 3.571 1.076
Br: -6.092 4.991 1.447
Br: -7.008 1.920 2.080
Br: -7.341 3.138 -0.764
H: -8.409 3.786 1.389
C: 3.934 2.310 5.652
C: 3.078 2.980 4.873
C: 3.258 3.057 3.500
C: 4.205 2.215 2.914
C: 5.142 1.593 3.742
C: 5.072 1.776 5.084
O: 6.032 1.252 5.861
O: 2.422 3.726 2.640
H: 3.858 2.420 6.723
H: 2.175 3.438 5.249
H: 4.346 2.250 1.844
H: 6.036 1.173 3.307
H: 6.214 0.369 5.529
H: 2.582 3.376 1.761
C: 4.179 4.681 -2.273
C: 2.960 4.736 -1.516
C: 2.401 3.548 -1.158
C: 2.909 2.342 -1.533
C: 4.039 2.274 -2.290
C: 4.667 3.447 -2.642
O: 5.958 3.434 -3.325
O: 1.319 3.624 -0.342
H: 4.631 5.600 -2.617
H: 2.555 5.670 -1.157
H: 2.543 1.351 -1.309
H: 4.523 1.324 -2.465
H: 6.411 2.588 -3.316
H: 1.148 4.563 -0.446
C: 1.379 -1.450 -5.749
C: 2.598 -2.196 -5.562
C: 3.664 -1.497 -5.075
C: 3.624 -0.086 -4.901
C: 2.398 0.629 -5.117
C: 1.375 -0.047 -5.701
O: 0.256 0.611 -6.158
O: 4.849 -2.094 -4.875
H: 0.442 -1.812 -6.146
H: 2.514 -3.208 -5.930
H: 4.468 0.473 -4.525
H: 2.511 1.699 -5.216
H: -0.266 1.018 -5.462
H: 5.530 -1.770 -4.280
C: -0.458 5.563 2.222
C: 0.610 6.279 1.702
C: 0.382 7.120 0.556
C: -0.879 7.277 0.006
C: -1.932 6.730 0.614
C: -1.713 5.910 1.773
O: -2.845 5.454 2.428
O: 1.450 7.796 -0.023
H: -0.373 4.901 3.071
H: 1.576 5.935 2.042
H: -1.095 7.930 -0.827
H: -2.892 6.919 0.156
H: -3.641 5.987 2.479
H: 1.949 8.248 0.661
C: 1.920 -6.032 -4.678
C: 3.056 -6.458 -5.372
C: 2.839 -7.003 -6.641
C: 1.543 -7.281 -7.080
C: 0.408 -6.880 -6.355
C: 0.639 -6.264 -5.121
O: -0.358 -5.792 -4.319
O: 3.849 -7.431 -7.421
H: 2.007 -5.583 -3.700
H: 4.050 -6.252 -5.003
H: 1.320 -7.426 -8.127
H: -0.615 -6.964 -6.691
H: -1.133 -5.732 -4.883
H: 4.596 -6.866 -7.213
C: 2.595 -3.042 7.720
C: 3.323 -3.130 8.843
C: 4.265 -2.227 9.008
C: 4.558 -1.164 8.036
C: 3.753 -1.182 6.861
C: 2.720 -2.061 6.688
O: 1.835 -1.946 5.622
O: 5.040 -2.124 10.171
H: 1.792 -3.762 7.667
H: 3.069 -3.860 9.598
H: 5.366 -0.459 8.167
H: 3.776 -0.329 6.200
H: 1.301 -1.273 6.050
H: 4.787 -2.805 10.799
C: -5.400 1.878 -4.083
C: -4.113 1.680 -4.587
C: -3.675 0.417 -4.922
C: -4.579 -0.661 -4.856
C: -5.913 -0.450 -4.486
C: -6.309 0.842 -4.001
O: -7.550 0.957 -3.455
O: -2.483 0.204 -5.541
H: -5.759 2.845 -3.760
H: -3.344 2.429 -4.707
H: -4.274 -1.649 -5.168
H: -6.663 -1.227 -4.469
H: -7.870 1.784 -3.087
H: -2.538 -0.637 -6.000
C: -3.203 2.134 4.540
O: -2.910 0.961 4.798
N: -2.453 2.821 3.735
N: -4.297 2.749 4.953
H: -1.623 2.553 3.226
H: -2.650 3.804 3.856
H: -4.224 3.752 5.046
H: -4.955 2.294 5.570
C: -1.817 -2.038 3.873
O: -1.275 -3.031 3.447
N: -2.985 -1.553 3.398
N: -1.401 -1.384 4.871
H: -3.327 -1.931 2.526
H: -3.095 -0.563 3.567
H: -0.400 -1.509 4.921
H: -1.889 -0.515 5.034
C: 4.139 -0.836 0.131
O: 3.093 -1.063 0.767
N: 5.162 -0.160 0.422
N: 4.262 -1.213 -1.058
H: 5.966 -0.301 -0.173
H: 5.293 -0.131 1.423
H: 5.007 -0.839 -1.629
H: 3.471 -1.717 -1.433
C: 1.702 -4.667 0.221
O: 2.904 -4.631 0.291
N: 0.897 -4.256 1.187
N: 1.104 -5.330 -0.630
H: 1.241 -3.703 1.959
H: -0.063 -4.382 0.901
H: 0.304 -5.763 -0.193
H: 1.610 -5.845 -1.337
C: -5.111 -1.864 0.634
O: -3.971 -1.765 0.822
N: -5.878 -0.848 0.275
N: -5.837 -2.863 0.995
H: -6.871 -0.985 0.401
H: -5.562 0.091 0.079
H: -5.348 -3.695 1.291
H: -6.833 -2.775 0.849
C: -2.102 -5.499 -0.693
O: -1.374 -6.232 -0.099
N: -2.452 -5.771 -1.903
N: -2.634 -4.341 -0.278
H: -3.387 -5.526 -2.195
H: -1.953 -6.629 -2.088
H: -2.486 -4.135 0.700
H: -3.075 -3.704 -0.926

Properties
E_LUMO: -2.95 eV
frontier orbital gap: 6.52 eV
HOMO: -9.475 eV
molar mass: 1554.17 g mol⁻¹
total energy: -12279.26106 Ha
total charge: +1
spin multiplicity: 1